No. 1
DFT (wB97M-V/def2-TZVPD) results for a molecular structure, C24H33As3F6OPd.

XYZ file:
```
68
Properties=species:S:1:pos:R:3:forces:R:3
Pd -0.14915 -1.03296 -0.45823 -0.358 0.047 -0.031
C 1.41776 -0.60486 2.97338 0.018 -0.051 0.014
As -0.09109 -0.16438 1.85032 -0.129 0.077 0.042
C -1.56205 -0.77999 2.95879 0.010 -0.004 0.106
C -0.17282 1.76984 2.12358 -0.008 0.085 -0.090
C -1.00644 2.58963 1.11657 0.073 0.090 -0.001
C -2.33670 1.92279 0.76891 -0.056 0.049 -0.025
C -0.18770 2.84609 -0.16836 -0.031 0.014 -0.010
As 0.28910 1.37704 -1.39982 -0.023 -0.358 0.127
C 2.22704 1.51753 -1.30132 0.001 0.048 -0.017
C 0.01052 2.31955 -3.07899 0.000 0.002 -0.054
C -1.24018 3.99805 1.71251 0.014 -0.040 -0.063
As -2.41759 4.47129 3.23669 0.020 0.105 0.092
C -4.16037 4.50147 2.33273 0.021 -0.042 -0.044
C -2.71026 2.82290 4.25780 -0.028 -0.056 0.046
H 1.28830 -0.15771 3.95857 0.037 -0.001 0.027
H 2.33293 -0.24987 2.50493 -0.009 -0.001 -0.015
H 1.47973 -1.68807 3.05749 0.027 -0.005 0.006
H -1.53020 -0.29683 3.93518 -0.026 -0.008 0.025
H -1.46446 -1.85738 3.08508 -0.025 -0.012 0.005
H -2.51500 -0.56973 2.47638 0.011 0.006 -0.013
H 0.86390 2.11684 2.10160 0.006 0.043 0.005
H -0.53211 1.92141 3.13852 -0.070 0.044 0.107
H -2.19222 0.96714 0.25750 0.049 -0.009 -0.012
H -2.91984 2.56288 0.10182 0.018 0.011 0.008
H -2.93865 1.73795 1.65777 0.007 0.011 -0.029
H 0.75897 3.31791 0.10482 -0.001 0.075 0.015
H -0.72872 3.56619 -0.78691 -0.043 -0.003 0.003
H 2.53037 2.56313 -1.35382 0.036 -0.005 0.011
H 2.66323 0.96627 -2.13216 0.010 0.035 -0.002
H 2.57034 1.06043 -0.37451 0.003 0.017 0.025
H 0.51207 3.28662 -3.04494 -0.004 0.017 -0.035
H -1.05442 2.46335 -3.25310 -0.007 -0.001 0.002
H 0.42460 1.72046 -3.88820 -0.003 0.003 -0.016
H -1.63642 4.65155 0.92755 0.033 -0.007 -0.026
H -0.26799 4.42030 1.98061 0.018 -0.024 -0.001
H -4.09124 5.12777 1.44330 -0.006 0.009 0.011
H -4.88816 4.95041 3.00755 0.000 -0.010 0.003
H -4.50606 3.51054 2.04630 -0.008 -0.043 -0.031
H -1.83027 2.57168 4.84866 -0.010 0.002 0.002
H -3.00141 1.96920 3.64732 0.021 0.017 0.061
H -3.52245 3.05146 4.94930 0.010 -0.044 0.011
F 5.68190 -3.23351 -3.64349 0.003 0.004 -0.011
C 4.74566 -2.80674 -2.78644 -0.013 0.015 -0.018
C 4.90707 -2.97229 -1.42144 0.044 0.010 0.071
F 6.01483 -3.55932 -0.95352 -0.052 0.003 -0.017
C 3.93803 -2.52823 -0.54585 0.153 -0.128 0.057
F 4.13246 -2.72372 0.76949 -0.027 0.040 -0.021
C 2.75556 -1.89382 -0.96479 -0.147 0.049 0.398
O 1.88731 -1.49409 -0.07469 0.260 -0.110 -0.100
C 2.63794 -1.74094 -2.34718 0.054 -0.060 -0.313
F 1.53348 -1.15604 -2.86578 -0.028 -0.058 -0.002
C 3.59924 -2.18584 -3.23860 -0.064 -0.016 -0.071
F 3.40787 -2.01853 -4.55269 0.006 0.015 0.016
F 0.08797 -4.79013 -5.00203 -0.008 -0.002 0.008
C -0.21546 -4.35630 -3.76115 0.010 0.001 -0.061
C -1.40887 -3.68809 -3.56027 -0.047 -0.008 0.073
C -1.71665 -3.24802 -2.28605 -0.016 0.059 -0.089
C -0.83443 -3.44882 -1.20230 -0.025 -0.032 0.046
C -1.12812 -2.94784 0.11881 0.272 0.279 -0.271
C 0.36915 -4.13875 -1.46557 0.065 -0.050 -0.025
C 0.67603 -4.59676 -2.73164 0.040 0.050 0.055
H -2.07963 -3.52973 -4.39410 0.005 0.003 0.013
H -2.65249 -2.73029 -2.10907 -0.001 -0.012 -0.014
H -0.56701 -3.35939 0.94762 -0.018 -0.084 0.020
H -2.15443 -2.67153 0.33700 -0.049 -0.039 0.013
H 1.06821 -4.29558 -0.65307 -0.005 -0.019 0.001
H 1.59950 -5.12355 -2.93441 -0.007 0.009 0.002
```
Forces are in eV/Å.

Calculated values
**Max |F|**: 0.47 eV Å⁻¹
**ΔE to the lowest compared entry with this formula, charge and spin**: 0.0 kJ/mol
**Frontier orbital gap (spin up / spin down)**: 6.9 / 6.8 eV
**Multiplicity**: 3
**Molecular weight**: 782.70 u
**LUMO level (spin up / spin down)**: 0.015 / -0.034 Eh
**E_tot**: -8443.82972 hartree

No. 2
DFT (wB97M-V/def2-TZVPD) results for a molecular structure, C24H33AsN2O3PdS.

XYZ file:
```
65
Properties=species:S:1:pos:R:3:forces:R:3
Pd -0.22154 0.59276 0.27725 0.575 -0.250 -0.323
O 1.09600 1.77819 2.59771 -0.078 -0.240 0.130
S 0.54070 0.61213 3.25118 0.081 0.176 -0.117
O 1.34165 -0.08258 4.22449 0.127 0.015 0.010
N 0.06377 -0.35508 2.06066 -0.262 -0.198 -0.142
C -0.63673 -1.54031 2.30403 0.161 0.232 -0.093
C -0.65275 -2.23066 3.49386 -0.070 -0.201 0.112
C -1.37696 -3.43613 3.62338 0.062 0.111 -0.008
C -2.06220 -3.97574 2.57525 -0.002 0.033 -0.057
C -2.06026 -3.30060 1.33111 -0.035 -0.100 0.022
C -2.71542 -3.80419 0.18346 -0.015 -0.038 0.050
C -2.66445 -3.11588 -0.99080 0.044 0.053 -0.061
C -1.98114 -1.88329 -1.02118 -0.009 -0.043 -0.009
N -1.37977 -1.37900 0.02381 -0.163 0.120 0.266
C -1.37443 -2.07754 1.20089 0.038 0.100 -0.090
C -0.94444 1.10736 4.07876 -0.078 0.035 0.066
C -1.05738 0.93152 5.44897 -0.083 0.013 -0.064
C -2.22591 1.33055 6.08733 0.047 -0.019 -0.003
C -3.26006 1.89193 5.35592 -0.017 0.006 0.023
C -3.13631 2.06438 3.98203 -0.025 0.011 -0.010
C -1.97654 1.67342 3.33795 0.060 -0.010 0.043
H -0.08036 -1.86082 4.33139 -0.019 -0.023 0.002
H -1.36684 -3.94526 4.57870 0.010 0.012 0.004
H -2.59876 -4.91047 2.67502 -0.002 0.001 -0.021
H -3.24788 -4.74549 0.25282 0.008 0.003 0.008
H -3.14254 -3.48622 -1.88694 0.001 0.013 0.002
H -1.92876 -1.30212 -1.93380 -0.062 0.048 -0.018
H -0.23688 0.48771 5.99518 0.001 0.002 0.008
H -2.32586 1.19929 7.15680 0.002 -0.001 -0.002
H -4.16937 2.19861 5.85669 0.001 0.000 -0.005
H -3.94466 2.50633 3.41451 0.003 -0.002 -0.001
H -1.87080 1.81338 2.26822 0.014 0.001 -0.009
C 3.01914 0.71647 -3.11563 0.104 -0.036 -0.008
C 3.13988 -0.32198 -2.00917 -0.141 -0.009 -0.212
As 2.25378 0.15701 -0.33937 -0.325 0.353 0.606
C 2.81380 -1.37009 0.74590 0.095 0.042 0.048
C 4.32031 -1.57672 0.85724 -0.029 -0.032 -0.005
C 3.38592 1.60983 0.32159 -0.011 0.001 0.011
C 2.81747 2.98151 -0.03178 0.023 -0.026 -0.014
H 3.58871 0.41064 -3.99507 0.000 -0.004 0.005
H 3.40374 1.68629 -2.79825 0.005 0.011 0.003
H 1.98516 0.85139 -3.41973 -0.092 0.017 -0.019
H 4.18434 -0.49871 -1.75081 0.017 0.016 -0.009
H 2.71556 -1.27713 -2.32622 0.011 -0.007 -0.003
H 2.32351 -2.24790 0.31723 -0.016 0.005 -0.002
H 2.36867 -1.21116 1.72715 0.036 -0.015 -0.004
H 4.77901 -1.80727 -0.10486 0.002 -0.009 0.006
H 4.53599 -2.40984 1.52833 0.012 0.004 -0.001
H 4.81529 -0.69397 1.26355 -0.007 0.004 0.008
H 4.39926 1.47548 -0.06390 -0.008 -0.008 -0.023
H 3.41314 1.49192 1.40596 0.012 -0.014 -0.010
H 2.71513 3.11754 -1.10955 0.003 0.011 -0.010
H 3.46592 3.77360 0.34643 0.005 -0.006 -0.001
H 1.83110 3.11322 0.41128 -0.022 -0.033 0.008
C -2.35946 1.46837 -2.85061 0.002 -0.013 -0.057
C -0.87355 1.51547 -2.50098 -0.146 0.113 0.073
C -0.19173 2.61295 -3.31058 -0.013 0.012 -0.012
O -0.71285 1.79600 -1.14029 0.112 -0.116 -0.150
H -2.51758 1.22395 -3.90446 -0.017 -0.005 0.016
H -2.79981 2.44773 -2.65180 0.002 -0.005 -0.016
H -2.89055 0.74457 -2.23378 0.007 -0.083 0.034
H -0.41204 0.54714 -2.75473 -0.006 -0.032 0.022
H -0.67441 3.56735 -3.09061 0.002 -0.007 -0.012
H -0.26268 2.42530 -4.38503 0.013 0.005 0.009
H 0.85614 2.69986 -3.03134 0.058 0.008 0.005
```
Forces are in eV/Å.

Calculated values
**Max |F|**: 0.77 eV Å⁻¹
**Frontier orbital gap**: 7.3 eV
**Molecular weight**: 610.95 u
**LUMO level**: -0.014 Eh
**E_tot**: -4031.37293 hartree

No. 3
DFT (wB97M-V/def2-TZVPD) results for 3 unconnected molecules or ions with the total composition C24H33BrN7O7 at a distorted geometry.

XYZ file:
```
72
Properties=species:S:1:pos:R:3:forces:R:3
C 2.11112 -1.87821 -0.23031 -0.042 0.030 -0.003
C 1.75282 -2.26910 1.19998 0.169 -0.003 0.001
C 0.39413 -2.92269 1.33182 -0.116 -0.014 0.197
N -0.69942 -2.10968 0.76814 0.009 0.045 -0.006
N -0.80804 -0.90413 1.49353 0.067 0.132 0.122
C -1.49500 0.11322 1.06518 0.408 -0.333 -0.288
N -1.61139 1.28074 1.72242 -0.865 -0.311 0.604
C -2.88625 1.93159 1.30012 0.025 -0.001 -0.279
C -2.60500 3.30982 0.69625 0.162 -0.045 -0.060
C -2.46443 4.34637 1.78978 -0.087 -0.056 -0.182
O -1.46951 4.86251 2.14721 0.184 0.026 0.052
Br -4.17204 4.75981 2.63331 -0.091 0.015 0.071
C -3.49090 0.81488 0.38698 0.135 0.043 0.235
C -4.50971 1.17570 -0.70918 -0.045 0.198 -0.035
N -5.84428 0.63526 -0.54848 0.101 -0.214 0.195
N -2.29324 0.04486 -0.07139 -0.413 0.370 0.012
C -1.66302 0.62356 -1.28453 0.087 -0.254 -0.057
O -0.26911 0.63546 -1.05223 0.053 0.242 0.203
C 0.38606 1.71922 -1.59712 -0.038 -0.262 0.026
C 1.69344 2.00200 -0.93625 0.193 -0.183 0.055
O -0.10722 2.34880 -2.48200 -0.127 0.279 -0.127
H 1.66217 -2.57733 -0.93742 0.147 -0.043 -0.035
H 1.74867 -0.88243 -0.47923 -0.098 -0.043 -0.004
H 3.19130 -1.87557 -0.36678 -0.010 -0.021 -0.038
H 1.83521 -1.40908 1.87101 0.056 -0.009 -0.033
H 2.47384 -2.99511 1.58111 -0.010 0.010 0.005
H 0.18603 -3.13586 2.39103 0.057 -0.097 -0.030
H 0.36978 -3.86616 0.78588 -0.035 0.038 -0.041
H -1.57702 -2.60265 0.91112 -0.009 0.007 -0.138
H -0.32146 -0.84065 2.38491 0.122 0.001 -0.096
H -1.42354 1.27626 2.71757 0.263 0.195 -0.047
H -3.53326 2.03802 2.17061 0.018 0.082 0.008
H -1.66473 3.30007 0.14258 -0.015 -0.004 -0.009
H -3.40043 3.62094 0.02200 -0.081 0.034 0.101
H -4.00719 0.14479 1.08033 0.005 -0.022 -0.058
H -4.61586 2.25969 -0.76261 0.051 -0.009 -0.088
H -4.13316 0.85492 -1.68136 -0.019 0.022 0.026
H -6.28061 0.94466 0.31207 -0.026 0.064 -0.075
H -5.84142 -0.37833 -0.54150 -0.035 0.039 -0.075
H -1.99706 1.64852 -1.45466 -0.090 -0.059 -0.009
H -1.93355 0.01875 -2.14742 0.177 -0.070 -0.009
H 1.61903 2.98468 -0.46824 0.029 0.012 -0.035
H 2.47577 2.04329 -1.69234 -0.020 0.075 -0.012
H 1.95851 1.26112 -0.18620 -0.040 0.013 0.003
C 0.20193 -4.24113 -6.27028 0.004 -0.007 0.019
C 0.58569 -5.57187 -6.17545 -0.003 0.009 0.000
C 0.95169 -6.10610 -4.94999 0.000 -0.017 -0.047
C 0.91967 -5.28329 -3.83951 0.010 -0.015 0.031
C 0.54176 -3.95444 -3.90669 -0.008 0.044 -0.016
C 0.18185 -3.43464 -5.13941 -0.002 -0.004 -0.007
N 1.30742 -5.84868 -2.53306 0.040 -0.063 0.006
O 1.66555 -7.00464 -2.50076 -0.031 0.069 0.014
O 1.24675 -5.11837 -1.55797 -0.052 0.063 0.016
H -0.08135 -3.83011 -7.23009 0.004 0.001 0.001
H 0.60270 -6.19762 -7.05710 -0.001 0.004 0.001
H 1.25744 -7.13675 -4.85101 0.000 0.005 0.026
H 0.53632 -3.34779 -3.01332 0.004 -0.023 0.010
H -0.11188 -2.39648 -5.21891 0.001 -0.005 -0.003
C 3.26214 5.19551 4.10436 -0.002 -0.017 -0.003
C 3.84821 4.72684 2.93547 -0.006 0.001 0.005
C 3.73840 3.38995 2.58963 0.015 0.043 -0.016
C 3.03220 2.55109 3.43431 0.017 -0.032 0.007
C 2.44475 2.99109 4.60766 -0.016 0.033 0.031
C 2.56548 4.33081 4.93879 0.003 0.004 -0.007
N 2.89981 1.13402 3.06597 0.065 -0.068 -0.100
O 3.43784 0.75436 2.04388 -0.084 0.056 0.021
O 2.24598 0.40756 3.79607 -0.173 0.042 -0.032
H 3.35321 6.24033 4.36928 0.001 -0.002 0.001
H 4.39672 5.40200 2.29324 -0.001 0.000 0.005
H 4.19354 2.99966 1.69165 -0.005 -0.023 0.009
H 1.91702 2.29772 5.24514 0.013 -0.017 -0.013
H 2.11909 4.69843 5.85240 0.002 0.002 -0.004
```
Forces are in eV/Å.

Calculated values
**Max |F|**: 1.10 eV Å⁻¹
**Frontier orbital gap**: 8.9 eV
**Charge**: +1
**Molecular weight**: 611.47 u
**LUMO level**: -0.112 Eh
**E_tot**: -4417.89539 hartree